# 1
Formula: C31H50BrMnN5P2
Source: the OMol25 dataset
Level of theory: ωB97M-V/def2-TZVPD

The geometry in XYZ format:
```
90
Properties=species:S:1:pos:R:3:forces:R:3
C -0.443809 6.899800 -3.057026 -0.18 -0.20 0.08
C -0.606853 5.506894 -2.867574 -0.15 0.43 -2.20
C -0.848678 4.750335 -4.056628 -0.31 0.54 -0.19
C -1.077602 5.397905 -5.279801 0.34 -0.32 0.99
N -1.006177 6.713141 -5.389594 -0.06 0.69 -0.22
C -0.676728 7.455066 -4.332065 0.09 -0.85 0.35
C -0.591033 4.725800 -1.648646 0.21 -2.18 1.29
C -0.900573 3.461798 -1.480019 -0.40 0.18 -2.22
C -1.162817 2.081646 -1.415514 0.16 1.14 -0.74
C -0.244675 1.152492 -1.994231 0.05 -1.45 -0.25
C -0.618303 -0.155470 -2.159793 0.57 0.65 -0.41
C -1.820458 -0.663023 -1.474406 -0.17 2.10 -0.20
C -2.840352 0.368101 -1.168176 -0.37 0.28 0.10
C -2.466881 1.663989 -1.040582 -1.06 -0.46 0.36
Mn -0.266356 3.791449 0.221226 1.11 1.19 2.14
P 2.324874 -1.089860 0.643521 0.26 0.47 0.13
H -0.898597 3.661693 -4.067000 -0.06 0.23 0.34
H -0.151157 7.579328 -2.258689 -0.23 -0.30 0.04
H -1.338622 4.833213 -6.179707 0.16 0.16 0.30
H -0.612378 8.530695 -4.507575 0.06 -0.32 0.19
H -3.151455 2.415319 -0.628245 0.09 -0.35 -0.49
H 0.750367 1.474665 -2.293182 -0.32 0.05 -0.26
H -3.866141 0.035724 -0.957641 0.54 0.21 0.11
H -0.007707 -0.861134 -2.737608 -0.04 0.40 0.51
C 2.076953 -2.550503 1.757247 -0.23 0.04 -0.06
C 2.718859 -3.888519 1.402748 0.08 -0.39 0.22
H 0.984764 -2.675736 1.812363 0.16 -0.10 0.19
H 2.406115 -2.234195 2.758268 -0.11 0.02 -0.21
H 2.626373 -4.571306 2.258675 0.03 0.11 -0.22
H 2.222399 -4.378094 0.557116 0.10 0.13 0.06
H 3.786524 -3.804793 1.173097 -0.27 0.00 0.01
C 2.629474 -1.860685 -1.003591 -0.06 -0.43 0.20
C 3.421689 -0.991238 -1.978065 -0.03 0.03 -0.32
H 1.631889 -2.066687 -1.416630 0.14 -0.03 0.07
H 3.111725 -2.835618 -0.854230 -0.04 0.21 -0.25
H 3.133129 -1.236580 -3.007959 0.16 0.08 0.15
H 3.228698 0.080642 -1.833543 0.07 -0.17 0.00
H 4.501305 -1.165696 -1.899774 -0.28 0.17 0.06
C 4.011141 -0.511855 1.132898 -0.07 0.00 -0.19
C 5.175709 -1.489807 1.004677 0.45 0.09 0.19
H 3.923604 -0.160555 2.173752 0.07 -0.04 -0.29
H 4.199484 0.380346 0.515156 -0.01 -0.17 0.19
H 6.116265 -0.928092 1.090089 -0.14 -0.24 -0.02
H 5.175594 -2.233514 1.811189 -0.04 0.14 -0.24
H 5.196022 -2.013089 0.040092 -0.06 0.11 0.26
Br -1.200081 -1.217843 0.283378 -0.06 -0.56 0.26
P -2.491682 -3.861581 -1.712399 -0.49 0.31 0.48
C -0.653728 -3.774896 -1.569032 0.03 -0.33 0.00
C -0.042971 -5.099376 -2.030204 0.24 -0.18 -0.05
H -0.407418 -3.566477 -0.515814 -0.05 -0.14 -0.55
H -0.290564 -2.935798 -2.179405 -0.16 -0.21 0.15
H 1.036061 -4.983795 -2.196824 -0.26 -0.08 0.09
H -0.195711 -5.875316 -1.268409 0.06 0.15 -0.24
H -0.504296 -5.446845 -2.961399 0.19 0.04 0.13
C -3.347933 -3.656292 -0.097462 0.06 -0.19 0.04
C -4.748878 -4.273697 -0.213263 -0.10 -0.03 0.08
H -3.379357 -2.583748 0.147443 -0.15 -0.58 0.09
H -2.741055 -4.169658 0.666330 -0.21 0.22 -0.19
H -5.195389 -4.415433 0.776039 0.08 0.07 -0.19
H -5.423194 -3.634043 -0.793203 0.09 -0.08 0.08
H -4.713789 -5.244880 -0.716410 -0.02 0.08 0.16
C -3.078970 -2.476280 -2.650795 -1.12 -3.43 -0.87
C -2.896172 -2.595349 -4.148316 0.77 1.29 -0.28
H -2.371267 -1.570632 -2.120620 1.12 1.14 0.96
H -4.107008 -2.215716 -2.376044 0.23 0.27 0.13
H -3.151980 -1.640435 -4.624148 0.03 -0.23 -0.08
H -1.861444 -2.841914 -4.424915 -0.24 -0.02 0.10
H -3.546652 -3.367075 -4.580187 0.00 0.19 0.42
C 0.612981 2.980173 2.848880 0.76 -1.46 1.58
N 0.159823 1.576910 2.730951 -0.28 0.37 -0.73
C -1.151596 1.418454 3.382067 0.06 0.24 1.10
N -1.107334 1.783127 4.830427 0.52 0.14 -0.77
C -0.642733 3.189162 4.915270 0.18 -0.41 -0.18
N 0.688016 3.387091 4.264950 -0.51 0.10 -0.11
C 1.655415 2.482621 4.972091 -0.31 -0.34 -0.44
N 1.243493 1.061003 4.868776 -0.47 0.56 -0.15
C 1.127787 0.715592 3.444103 0.32 0.12 0.48
C -0.098704 0.918501 5.494942 0.18 0.29 -0.30
H -0.089847 3.632820 2.263319 -0.15 0.27 0.47
H 1.640035 3.041236 2.453305 -0.32 0.12 -0.19
H -1.473619 0.368712 3.316362 0.10 0.32 -0.17
H -1.888672 2.071603 2.892443 0.07 -0.18 0.03
H -0.549360 3.451071 5.981240 -0.08 0.09 -0.47
H -1.378533 3.840302 4.416086 0.19 -0.15 0.28
H 2.650350 2.600541 4.517305 -0.26 0.00 0.21
H 1.684944 2.760977 6.038660 0.03 0.03 -0.52
H 0.799864 -0.329838 3.371715 0.06 0.25 -0.15
H 2.115698 0.824843 2.976421 -0.29 -0.07 0.04
H -0.025389 1.210142 6.555649 -0.08 -0.21 -0.40
H -0.414711 -0.131997 5.406118 0.07 0.33 0.13
```
Forces are in eV/Å.

Relative energy (zero: lowest compared OMol25 entry of this formula, charge and spin), eV: 5.3025
Charge: +2
2S+1: 6
Lowest unoccupied orbital energy (spin up / spin down), Eh: -0.2787 / -0.2984



# 2
Formula: C5H10AgO5
Source: the OMol25 dataset
Level of theory: ωB97M-V/def2-TZVPD

The geometry in XYZ format:
```
21
Properties=species:S:1:pos:R:3:forces:R:3
C 0.502371 1.072621 1.091924 -2.88 -1.08 0.19
C 1.773167 0.638665 0.431989 0.43 0.81 -0.38
O 1.683717 -0.772081 0.097571 0.82 -1.08 -0.59
C 2.722901 -1.336713 -0.456962 -3.04 2.12 1.41
O 3.793625 -0.696635 -0.695091 -0.02 0.21 0.18
O 2.637591 -2.553767 -0.809202 -0.32 -0.20 0.22
O 0.644186 2.365522 1.554720 -0.20 0.40 0.33
Ag 4.532807 -2.405157 -1.536456 2.15 -1.28 -1.28
H 0.189978 0.379397 1.886623 0.40 0.01 -0.10
H 2.628738 0.768384 1.106207 -0.19 0.09 -0.07
H 1.944802 1.210417 -0.488785 0.06 -0.16 0.17
H 0.023333 2.537398 2.293398 0.52 -0.22 -0.75
H -0.763552 0.893315 0.331239 1.22 0.05 0.21
C -2.229479 0.757738 -0.452033 0.12 0.89 -0.35
C -3.026734 -0.504159 -0.406494 0.22 -0.46 0.34
O -2.356761 -1.512913 -1.157237 0.23 0.08 0.01
H -2.741415 1.619103 -0.013852 0.17 -0.24 0.28
H -1.898554 1.046807 -1.454870 0.18 -0.31 0.19
H -4.032559 -0.341313 -0.835287 0.22 0.22 0.11
H -3.170695 -0.833628 0.636307 -0.02 0.09 -0.19
H -2.857477 -2.332994 -1.123713 -0.09 0.07 0.04
```
Forces are in eV/Å.

Relative energy (zero: lowest compared OMol25 entry of this formula, charge and spin), eV: 2.1385
Charge: +1
2S+1: 3
Lowest unoccupied orbital energy (spin up / spin down), Eh: -0.2168 / -0.3097



# 3
Formula: C3H3Cl3O
Source: the OMol25 dataset
Level of theory: ωB97M-V/def2-TZVPD

The geometry in XYZ format:
```
10
Properties=species:S:1:pos:R:3:forces:R:3
C -1.231516 0.678950 -0.433089 -0.20 0.06 2.53
C -0.930363 -0.389675 0.249703 -0.40 -0.68 -0.17
C 3.175675 -0.069490 -0.667158 0.49 -0.66 0.14
O -0.798002 -0.638715 1.540766 -0.97 0.37 3.18
Cl -0.495180 -1.789656 -0.598536 -0.04 -1.75 -1.33
Cl 2.038963 -0.598729 0.461740 0.52 0.09 0.43
Cl 2.681305 1.387109 -1.335821 -0.26 0.77 -0.36
H -1.310641 0.549371 -1.427941 -0.14 0.13 -3.20
H -1.522411 1.546540 0.071422 -0.30 1.32 0.47
H -1.607829 -0.675702 2.138918 1.31 0.34 -1.70
```
Forces are in eV/Å.

Relative energy (zero: lowest compared OMol25 entry of this formula, charge and spin), eV: 3.9180
Lowest unoccupied orbital energy, Eh: -0.0242